[1]
{
  "formula": "C5H9N",
  "method": "the ωB97M-V functional and the def2-TZVPD basis",
  "energy_ha": -250.5843,
  "symbols": ["C", "C", "C", "C", "C", "N", "H", "H", "H", "H", "H", "H", "H", "H", "H"],
  "coordinates": [[0.66923, -1.36208, -0.12068], [-0.06285, -0.17988, 0.50890], [0.88406, 0.99246, 0.79181], [-1.31089, 0.18761, -0.31141], [-0.71879, 1.33449, -1.94872], [-1.11208, 0.20332, -1.92675], [-0.01076, -2.20280, -0.30238], [1.47622, -1.71171, 0.52976], [1.10444, -1.07282, -1.08232], [-0.47555, -0.51108, 1.47947], [1.33946, 1.35488, -0.13561], [1.69137, 0.68103, 1.46776], [0.36225, 1.83455, 1.26072], [-1.82360, 1.07099, 0.13901], [-2.01249, -0.61895, -0.34957]]
}


[2]
{
  "formula": "C5H9N",
  "method": "the ωB97M-V functional and the def2-TZVPD basis",
  "smiles": "C1CC1N1CC1",
  "energy_ha": -250.5885,
  "symbols": ["C", "C", "C", "N", "C", "C", "H", "H", "H", "H", "H", "H", "H", "H", "H"],
  "coordinates": [[-1.64301, 0.98758, 0.03378], [-1.79185, -0.50741, -0.05866], [-0.48658, 0.09378, 0.36200], [0.60977, 0.07457, -0.56674], [1.61808, -0.95102, -0.36695], [1.89054, 0.46303, -0.00674], [-1.57198, 1.53101, -0.90371], [-2.13979, 1.51845, 0.84046], [-2.37904, -1.01716, 0.70007], [-1.84327, -0.94703, -1.04998], [-0.21349, -0.00378, 1.41813], [1.48039, -1.66280, 0.44725], [2.03433, -1.37345, -1.27898], [2.52328, 1.09256, -0.62766], [1.91262, 0.70167, 1.05773]]
}


[3]
{
  "formula": "C5H9N",
  "method": "the ωB97M-V functional and the def2-TZVPD basis",
  "smiles": "CC#CCCN",
  "energy_ha": -250.6042,
  "symbols": ["C", "C", "C", "C", "C", "H", "H", "H", "H", "H", "H", "H", "H", "H", "N"],
  "coordinates": [[-1.00596, 2.52171, -1.47908], [-0.41595, 1.24236, -1.08455], [0.06699, 0.18293, -0.77204], [0.68354, -1.09208, -0.38716], [0.90883, -1.24418, 1.11947], [-1.69731, 2.37857, -2.33756], [-0.26527, 3.23483, -1.77710], [-1.52914, 2.99244, -0.63705], [0.04610, -1.90881, -0.72987], [1.65340, -1.19871, -0.91083], [1.50693, -0.39284, 1.47211], [1.50982, -2.14599, 1.28032], [-0.89606, -2.08212, 1.60632], [-0.20101, -1.24695, 2.80884], [-0.36492, -1.24115, 1.82820]]
}


[4]
{
  "formula": "C5H9N",
  "method": "the ωB97M-V functional and the def2-TZVPD basis",
  "smiles": "C=C/C=C(/C)N",
  "energy_ha": -250.6238,
  "symbols": ["N", "C", "C", "C", "C", "C", "H", "H", "H", "H", "H", "H", "H", "H", "H"],
  "coordinates": [[-0.99130, -1.34195, 0.37299], [-0.75120, 0.04357, 0.36810], [0.37025, 0.59136, -0.12143], [1.37523, -0.19608, -0.83726], [2.68963, -0.14026, -0.66340], [-1.93222, 0.83479, 0.85810], [-1.83465, -1.53117, -0.16739], [-0.29099, -1.85843, -0.14846], [0.48967, 1.65492, 0.03501], [0.98471, -1.01495, -1.43950], [3.38458, -0.82430, -1.12564], [3.10629, 0.73569, -0.18252], [-1.91781, 0.87933, 1.95231], [-1.81639, 1.84057, 0.47342], [-2.86580, 0.32692, 0.62567]]
}


[5]
{
  "formula": "C5H9N",
  "method": "the ωB97M-V functional and the def2-TZVPD basis",
  "smiles": "C=NC(=C)CC",
  "energy_ha": -250.5087,
  "symbols": ["C", "C", "C", "C", "C", "N", "H", "H", "H", "H", "H", "H", "H", "H", "H"],
  "coordinates": [[-0.78212, -1.25280, 1.82428], [0.43353, -0.45254, 1.21227], [0.27730, -0.23889, -0.26776], [1.19693, -0.58004, -1.21273], [-0.41382, 1.80205, -1.29048], [-0.67577, 0.82597, -0.52522], [-1.69944, -0.85862, 1.43400], [-0.56166, -2.27763, 1.51724], [-0.84658, -1.20523, 2.92020], [1.45462, -0.73049, 1.42453], [0.21456, 0.54508, 1.59908], [1.53103, -1.59808, -1.43444], [1.39953, 0.11886, -2.03987], [-0.34609, 1.78174, -2.38846], [-0.26819, 2.84396, -0.95230]]
}


[6]
{
  "formula": "C5H9N",
  "method": "the ωB97M-V functional and the def2-TZVPD basis",
  "smiles": "C=C/C(N)=C/C",
  "energy_ha": -250.6057,
  "symbols": ["C", "N", "C", "C", "C", "C", "H", "H", "H", "H", "H", "H", "H", "H", "H"],
  "coordinates": [[-1.49059, 1.68852, 0.66646], [0.16501, -0.59647, 1.58294], [-0.03513, -0.29972, 0.21397], [-0.58797, 0.85081, -0.19517], [1.14467, -0.85311, -1.94451], [0.92006, -1.04875, -0.65250], [-1.59811, 2.66364, 0.19735], [-0.99270, 1.92456, 1.61972], [-2.45079, 1.25154, 0.93657], [-0.26680, 0.03356, 2.23740], [1.13329, -0.78325, 1.78447], [-0.47244, 1.19155, -1.21185], [1.04652, 0.08787, -2.46301], [1.61966, -1.67181, -2.47036], [1.28401, -1.91977, -0.10714]]
}


[7]
{
  "formula": "C5H9N",
  "method": "the ωB97M-V functional and the def2-TZVPD basis",
  "energy_ha": -250.5514,
  "symbols": ["C", "C", "C", "C", "C", "N", "H", "H", "H", "H", "H", "H", "H", "H", "H"],
  "coordinates": [[1.91434, -0.51748, 0.11464], [1.06098, -0.05631, -1.02800], [0.09116, 0.19547, 0.13654], [-0.57952, 1.50198, 0.40658], [-1.47868, -1.23458, 0.23355], [1.08291, -0.29487, 1.06820], [2.90909, -0.92128, 0.18609], [1.40375, 0.83816, -1.54716], [0.77787, -0.81600, -1.75157], [0.15812, 2.30739, 0.42442], [-1.06327, 1.46539, 1.38071], [-1.32001, 1.71975, -0.35886], [-1.42574, -1.54795, 1.25665], [-1.18874, -1.98205, -0.48468], [-2.34226, -0.65760, -0.03710]]
}


[8]
{
  "formula": "C5H9N",
  "method": "the ωB97M-V functional and the def2-TZVPD basis",
  "smiles": "C=C/C(N)=C/C",
  "energy_ha": -250.5715,
  "symbols": ["C", "N", "C", "C", "C", "C", "H", "H", "H", "H", "H", "H", "H", "H", "H"],
  "coordinates": [[1.15831, 1.90247, -0.79906], [-1.59004, 0.31206, -0.73417], [-0.48254, -0.04278, 0.09874], [0.66168, 0.79975, 0.18737], [0.65886, -2.02452, 0.94230], [-0.51462, -1.32440, 0.70609], [0.51518, 1.86471, -1.62084], [1.16699, 2.90903, -0.41366], [2.27767, 1.82253, -1.03170], [-1.36735, 0.93151, -1.50651], [-2.27583, -0.37571, -0.96644], [1.17366, 0.82977, 1.10743], [1.51751, -1.45508, 0.85625], [0.81702, -3.03386, 1.08290], [-1.58478, -1.54042, 0.81914]]
}